9
Properties=species:S:1:pos:R:3:forces:R:3 method="wB97M-V/def2-TZVPD" e_homo_ev="0.7 / 0.8" total_charge=-2 gap_ev="3.141 / 4.930"
N 3.929 0.754 0.837 1.635 0.856 -0.982
O -2.645 0.325 1.010 -0.124 0.653 0.593
O -2.371 -2.154 0.478 -0.063 -0.254 0.062
O -3.529 -0.588 -1.245 0.340 -0.153 0.782
O -0.254 0.147 -2.314 -0.025 0.393 -0.924
P -2.662 -0.763 -0.009 -0.173 -0.177 -1.530
S -0.422 -0.402 -0.912 0.046 -0.414 1.037
H 4.539 1.583 0.518 -1.224 -1.238 0.601
H 3.415 1.099 1.636 -0.413 0.335 0.361

***

130
Properties=species:S:1:pos:R:3:forces:R:3 method="wB97M-V/def2-TZVPD" e_homo_ev="-11.9 / -11.9" s2=0.759 spin_multiplicity=2 total_charge=+1 gap_ev="9.101 / 2.022"
Cu -2.547 -1.734 -2.802 0.229 -0.085 0.072
N -1.466 -1.505 -1.068 -0.304 1.637 3.639
S -0.079 -1.142 -0.414 7.063 -0.443 -1.609
O 0.591 -2.286 0.240 -1.580 2.692 -0.857
O 0.119 0.228 0.093 -0.944 -2.693 -0.102
F 0.750 -1.083 -1.814 -0.490 0.066 0.470
S -2.254 -1.196 0.450 -4.292 -0.333 0.867
O -2.902 0.108 0.627 1.682 -2.205 -0.648
O -1.755 -1.867 1.655 -0.373 1.322 -2.309
F -3.396 -2.137 -0.098 -0.785 0.083 1.048
O -4.444 -3.163 -2.218 -0.366 0.444 0.022
S -5.452 -4.172 -2.025 -1.249 -1.635 0.044
O -5.134 -5.507 -2.500 -0.676 1.570 0.323
O -5.814 -4.295 -0.428 1.006 0.983 -1.727
C -6.025 -5.574 0.172 -0.561 -1.245 0.875
C -7.306 -6.209 -0.361 -0.149 -0.059 0.246
C -7.144 -3.602 -2.715 1.013 -0.087 0.643
H -6.051 -5.354 1.239 -0.782 0.454 0.005
H -5.188 -6.271 0.231 0.446 0.240 -1.304
H -8.122 -5.503 -0.208 -0.112 -0.007 -0.146
H -7.603 -7.136 0.131 0.312 0.089 0.424
H -7.250 -6.503 -1.409 0.238 0.337 -0.057
H -7.060 -3.319 -3.764 0.327 -0.666 -0.050
H -7.570 -2.713 -2.251 0.639 -0.012 0.612
H -7.827 -4.423 -2.499 0.259 -0.103 -0.376
O -6.799 3.466 1.543 0.675 -0.135 -0.807
S -5.664 2.653 1.185 2.437 -0.175 -2.059
O -5.090 2.466 -0.208 -1.905 1.355 4.646
O -4.416 3.069 2.248 -1.095 0.409 -2.790
C -4.752 3.653 3.481 1.578 -0.757 1.742
C -3.507 3.258 4.295 0.014 -0.083 0.914
C -5.849 1.074 1.855 -0.638 -0.951 -0.323
H -5.616 3.169 3.937 -0.248 0.256 -0.152
H -4.816 4.738 3.561 -0.441 0.025 -0.895
H -2.573 3.515 3.794 -0.145 0.158 -0.271
H -3.481 2.189 4.505 -0.118 -0.176 -0.262
H -3.481 3.730 5.278 -0.177 0.266 0.045
H -4.941 0.527 1.602 -0.067 0.002 0.276
H -6.700 0.633 1.337 -0.017 -0.145 0.062
H -6.075 1.150 2.919 0.172 -0.048 -0.099
O 4.312 3.473 4.373 -3.069 -1.746 -1.770
S 3.114 2.807 3.793 0.778 0.485 -0.566
O 1.786 3.247 4.276 1.611 -1.148 -0.137
O 3.078 3.004 2.166 2.043 1.202 2.328
C 2.011 2.604 1.370 -2.227 -0.171 -2.102
C 2.143 3.240 -0.106 0.017 -1.975 0.897
C 3.436 0.925 3.793 0.219 2.222 0.952
H 1.034 2.838 1.794 0.051 0.779 0.177
H 1.944 1.517 1.383 0.523 -0.235 -0.807
H 3.165 3.034 -0.424 0.321 1.015 0.172
H 1.696 4.217 -0.287 0.779 0.276 0.764
H 1.632 2.654 -0.870 -0.608 -0.654 0.542
H 4.503 0.954 3.575 -0.181 -0.341 -0.479
H 2.789 0.396 3.093 0.248 0.157 0.083
H 3.346 0.619 4.836 -0.192 -0.150 -0.227
O 2.301 -6.887 -1.065 2.268 0.018 0.907
S 3.395 -6.090 -0.500 -1.825 3.091 -3.086
O 4.070 -6.301 0.733 0.262 -0.899 -0.350
O 4.569 -5.737 -1.678 -0.535 -0.310 1.389
C 4.450 -6.048 -3.067 -0.737 -0.567 -1.022
C 4.264 -4.874 -4.033 0.132 1.226 0.688
C 2.652 -4.397 -0.437 0.587 -1.607 0.731
H 3.556 -6.657 -3.206 0.223 -0.488 0.102
H 5.356 -6.580 -3.356 -0.159 -0.278 0.202
H 3.469 -4.230 -3.658 -0.170 0.116 0.065
H 3.991 -5.099 -5.064 -0.087 -0.803 0.202
H 5.144 -4.242 -4.145 0.235 -0.030 0.345
H 2.299 -4.406 0.594 -0.281 0.464 -0.124
H 1.819 -4.400 -1.140 0.291 0.251 0.058
H 3.423 -3.638 -0.564 -0.202 -0.131 -0.071
O -0.768 1.963 -2.005 0.507 -0.633 -0.439
S -1.447 3.183 -1.799 -1.124 1.892 2.357
O -2.862 3.306 -2.066 1.564 0.171 -0.763
O -1.316 3.526 -0.197 0.853 -0.030 -2.273
C -1.852 4.790 0.237 -1.708 0.538 0.177
C -0.821 5.464 1.073 0.393 -0.578 1.600
C -0.475 4.575 -2.472 -1.081 0.684 -0.653
H -2.774 4.437 0.699 0.194 0.494 1.041
H -2.276 5.545 -0.426 0.407 -0.678 -1.420
H 0.033 5.941 0.593 -0.042 -0.511 -0.589
H -0.512 4.612 1.679 0.852 0.405 0.477
H -1.150 6.245 1.758 -0.672 -0.146 -0.071
H -1.088 5.473 -2.394 -0.479 -0.201 -0.051
H -0.356 4.411 -3.543 0.162 -0.223 0.090
H 0.449 4.930 -2.017 0.144 -1.167 0.298
O -0.230 -1.649 -6.607 -1.228 2.054 2.538
S -0.514 -0.620 -5.579 1.441 -0.296 -0.529
O -1.285 -0.881 -4.338 0.652 -0.295 -1.900
O 0.971 -0.051 -5.059 -2.168 -0.744 -1.732
C 1.968 -1.051 -4.690 2.040 0.587 1.475
C 3.356 -0.956 -5.440 -2.154 0.903 -0.725
C -1.232 0.960 -6.266 0.995 -0.261 1.243
H 1.638 -2.088 -4.629 -0.527 0.235 -0.383
H 2.123 -0.687 -3.674 0.254 -0.640 0.155
H 3.708 0.076 -5.465 0.026 0.079 0.423
H 3.124 -1.145 -6.489 0.435 -0.529 -0.107
H 4.146 -1.594 -5.045 -0.421 -0.187 0.048
H -1.207 1.585 -5.373 0.095 0.081 0.062
H -2.281 0.927 -6.562 0.263 -0.768 -0.189
H -0.563 1.403 -7.003 -0.120 -0.440 -0.107
O -0.195 0.400 7.844 2.283 1.417 -0.754
S 1.106 0.923 7.308 0.780 -2.521 2.078
O 2.406 0.478 7.864 -3.664 1.706 -1.677
O 1.128 0.618 5.717 -0.277 0.030 0.582
C -0.110 0.786 5.084 -1.231 -0.386 -2.264
C -0.157 0.381 3.563 0.241 0.398 1.050
C 0.869 2.815 7.156 0.552 -0.270 1.322
H -0.369 1.844 5.074 0.358 0.830 -0.309
H -0.991 0.425 5.617 0.423 -0.854 0.525
H -0.088 -0.692 3.381 0.081 -0.086 0.321
H 0.597 0.894 2.967 -0.201 0.013 0.132
H -1.151 0.710 3.258 0.042 0.019 -0.235
H 1.869 2.985 6.758 -0.314 0.513 -0.596
H 0.803 3.192 8.177 0.122 -0.313 0.171
H -0.063 3.075 6.654 0.448 -0.452 -0.499
O 6.710 -1.034 -1.002 -1.519 1.224 1.380
S 5.407 -0.625 -0.488 -2.760 -1.966 -1.257
O 4.692 -1.336 0.577 2.040 1.760 -0.334
O 5.262 1.045 -0.285 0.896 -3.027 -0.146
C 6.220 1.775 -1.034 -0.363 3.630 -0.864
C 7.532 2.097 -0.419 1.523 -1.291 0.560
C 4.195 -0.846 -1.850 1.144 1.899 -0.895
H 5.802 2.782 -1.052 -0.900 0.062 0.122
H 6.312 1.651 -2.113 -0.255 -1.409 0.019
H 7.412 2.255 0.653 0.161 -0.028 0.007
H 8.012 2.975 -0.849 -0.504 0.212 -0.118
H 8.252 1.304 -0.622 0.083 -0.211 0.495
H 4.055 -1.851 -2.250 0.205 -0.089 0.709
H 4.651 -0.250 -2.640 0.272 -0.206 -0.459
H 3.271 -0.282 -1.724 -0.114 -0.509 0.891

***

12
Properties=species:S:1:pos:R:3:forces:R:3 method="wB97M-V/def2-TZVPD" e_homo_ev=-8.9 smiles="O=CNN1CC1" gap_ev=9.825
O -0.048 2.894 0.264 1.210 -1.796 -2.007
C 0.095 1.718 -0.150 -1.806 6.171 2.173
N -0.208 0.771 0.754 -2.124 -1.351 4.484
N -0.820 -0.268 0.148 1.330 -4.054 -4.100
C -0.220 -1.582 0.370 6.306 2.581 0.771
C 0.324 -0.696 -0.811 -2.632 -2.033 2.867
H 0.324 1.453 -1.226 -0.130 0.229 1.454
H -0.878 0.763 1.653 2.627 2.360 -2.220
H -0.795 -2.480 0.360 -0.260 -0.241 -0.281
H 0.935 -1.521 0.981 -4.099 -0.710 -0.607
H 0.084 -0.935 -1.778 -0.564 -0.252 -2.181
H 1.206 -0.116 -0.565 0.143 -0.904 -0.353

***

Quick rundown of molar mass, same order as above: 143.06 1236.97 86.09 g mol⁻¹
Quick rundown of relative energy (zero: lowest compared OMol25 entry of this formula, charge and spin), same order as above: 2.7935 3.1337 5.9954 eV